113
Properties=species:S:1:pos:R:3:forces:R:3 method="wB97M-V/def2-TZVPD" multiplicity=1 homo_lumo_gap_ev=5.382 charge=-2 total_energy_ha=-6746.685938 de_lowest_kj_mol=57.5 homo_ev=-1.7 molar_mass_g_mol=1118.2
C 18.996 16.634 10.799 -0.2122 1.0356 -1.0575
C 23.464 11.290 11.775 0.2672 2.0572 0.7574
H 14.736 15.413 10.664 -0.7919 -0.5996 -0.6487
O 19.820 13.320 17.482 -0.0292 -1.3184 0.2075
H 23.011 9.363 7.299 -0.5977 0.3552 0.3330
C 12.369 7.251 13.016 0.3246 -1.2839 0.0808
C 12.533 12.546 9.160 0.2186 -0.1736 -0.4233
H 22.489 14.800 16.326 0.1336 0.1020 0.1906
C 11.475 7.490 10.766 0.6091 0.1039 0.9341
C 19.485 14.700 17.571 -0.6298 -0.1638 0.5109
H 19.736 17.439 10.812 -0.1688 -0.3043 -0.1700
H 16.440 15.270 8.938 0.1581 0.2142 -0.3719
O 22.895 12.082 10.689 -0.2619 -1.1466 -0.5228
Cl 22.059 9.892 16.672 -0.1353 -0.4437 0.0483
H 10.462 9.413 10.523 0.1532 -0.5748 0.0369
C 14.536 13.319 10.247 -0.3967 -1.2283 -0.3201
H 10.347 6.332 9.341 -0.6280 -0.0529 -0.0682
C 17.154 8.876 17.306 1.4013 0.0355 -0.5471
C 21.348 14.232 18.933 0.5751 1.5552 -0.6526
O 13.650 11.216 12.591 -0.6089 0.8588 0.4382
H 19.175 9.595 16.793 -0.8071 -0.4283 -0.2340
H 20.486 10.717 15.083 -0.2964 0.1798 0.3949
H 18.221 9.746 6.541 -0.2606 1.1974 1.0883
C 17.968 14.821 11.910 0.3197 0.4299 -0.1442
H 11.316 9.559 15.121 -0.8203 0.4424 0.1331
H 16.478 13.414 7.945 -0.1222 0.0072 0.2586
N 14.748 9.262 11.843 0.3169 -0.1747 -0.0118
C 11.840 8.465 13.393 0.8515 0.1589 2.6366
C 12.243 6.772 11.702 -0.5001 -0.5375 0.7006
H 19.525 13.991 9.662 -1.2976 0.5428 -0.4058
H 17.865 14.146 12.716 0.1645 -0.2009 0.5227
H 21.821 12.589 17.481 0.0554 -1.2934 0.4519
H 22.338 14.785 18.955 -1.2294 -0.3486 0.2243
H 22.987 11.703 12.693 0.6172 -0.3442 -0.3393
H 18.244 17.039 8.786 0.1584 0.4671 -0.1433
H 20.887 16.208 16.845 -0.1652 0.4380 0.2718
H 10.747 10.181 12.743 -0.0213 -0.0771 0.1333
N 17.883 9.733 15.184 0.5055 -0.2943 -0.1699
H 18.322 8.908 8.863 0.3171 -0.7826 -0.0498
O 16.594 12.129 12.323 -0.3458 0.3898 -0.1113
H 14.110 11.228 9.661 0.0820 0.4969 0.1034
C 18.831 15.887 11.930 0.5949 -0.5104 0.1039
C 11.101 9.184 12.508 0.0599 0.8719 -0.9849
C 12.880 14.897 9.575 -0.4506 -1.1313 -0.0124
H 19.654 12.638 10.891 -1.4180 -0.5314 0.7700
C 14.105 14.625 10.183 -0.0462 0.8890 0.6209
C 19.536 15.811 15.337 -0.4230 -0.0730 -2.8752
C 15.861 8.715 16.888 -0.9477 0.1384 -0.6672
H 24.583 11.456 11.826 -1.2964 -0.1752 -0.2286
C 12.089 13.842 9.091 -0.0223 0.9677 -0.5095
C 18.154 9.361 16.416 0.0138 0.1384 2.0394
C 17.026 11.908 9.474 -0.8928 1.5405 -0.8831
C 10.977 8.726 11.209 -0.6593 -0.0089 -0.7256
H 14.393 8.504 13.955 -0.1370 0.1121 -0.1368
O 13.790 8.551 9.489 -0.8750 0.3809 -0.8784
C 16.921 12.456 8.172 0.5411 -0.9516 0.4160
N 12.034 8.974 14.771 -0.2254 -1.1273 -1.6789
C 18.167 16.452 9.681 -1.1271 -0.9164 0.2962
H 17.229 11.977 6.108 0.3641 0.1861 0.0601
H 11.236 7.750 8.664 -0.3141 0.1396 -0.1739
H 14.988 8.480 17.490 0.4646 -0.1968 0.2940
H 23.235 10.248 11.718 -0.1284 -0.7801 -0.3196
H 12.667 5.749 11.526 -0.4453 1.1881 -0.2731
N 14.359 8.881 14.892 0.9903 -0.9411 0.4380
C 21.236 13.465 17.595 -0.1936 1.2298 -0.6329
O 18.304 15.486 15.255 0.7659 0.1664 0.5181
H 20.755 13.936 10.873 0.3985 0.2901 0.2397
C 17.171 15.444 9.708 1.7622 0.4311 0.5448
H 20.243 16.249 18.846 -0.3222 -1.4858 0.6684
C 13.771 12.275 9.687 0.6716 -0.3522 0.5857
C 13.188 9.286 15.442 0.5659 0.0751 -0.9690
H 11.166 13.997 8.516 0.3024 0.3811 0.5552
Rb 18.054 12.788 14.720 -0.0558 -0.2157 0.2887
H 21.635 10.366 6.765 -0.0487 0.1276 -0.4775
H 19.462 16.008 12.781 0.2552 0.4945 0.6935
C 20.373 15.325 16.486 -0.6859 0.4145 0.2415
O 20.877 12.599 9.300 1.0066 -0.5483 -0.6419
C 21.522 14.310 16.315 -0.5534 -0.2841 -0.3988
C 16.665 9.480 14.759 -1.1970 0.3039 -0.5196
C 20.026 15.129 18.939 1.2938 0.9925 -1.2391
H 16.420 9.799 13.746 0.0971 -0.1295 0.0398
Cl 21.114 8.761 14.013 0.1245 -0.2538 0.5093
H 12.811 6.588 13.788 -0.0257 0.6689 -0.6221
O 22.735 12.687 15.112 -0.3087 0.7192 -0.1718
C 15.625 8.982 15.555 -0.3730 0.7637 -1.4840
H 22.150 10.795 14.501 -0.4566 -0.2340 0.7594
H 17.420 8.579 18.295 0.2815 0.1328 0.6045
C 11.227 6.949 9.392 1.4591 -0.1875 -0.0268
C 20.104 13.344 10.252 2.2124 -0.5419 -0.1324
C 17.937 10.437 7.404 0.4540 -2.1327 -1.9251
H 21.286 13.578 19.772 0.2424 -0.7182 0.5298
C 22.151 9.988 7.637 0.2608 -0.7992 -1.1119
H 18.378 14.741 17.491 0.9226 0.4985 -0.3716
C 17.232 14.578 10.798 -1.7843 -0.2102 -0.3411
C 14.202 10.272 12.177 0.2947 -0.7566 -0.4279
O 13.156 9.951 16.452 -0.3317 0.3547 1.3294
O 20.143 16.465 14.441 0.0404 0.0108 1.2125
S 14.987 8.290 10.363 0.6921 -0.2782 0.7856
O 22.622 11.072 8.388 -0.0025 0.1984 0.4194
H 21.399 9.368 8.141 0.3309 0.0075 0.3269
O 20.691 13.062 14.292 0.1130 0.6601 0.3886
C 21.635 13.311 15.083 0.3948 -0.7651 0.7237
H 12.084 6.307 9.117 -0.3366 0.2481 0.1019
C 17.524 10.669 9.712 0.6381 -0.8888 1.0891
C 17.416 11.691 7.138 -0.6129 0.0798 -0.3179
C 21.418 10.188 15.065 0.7140 0.3511 -1.6822
P 21.759 11.300 9.756 0.1002 1.2094 1.3489
H 19.298 14.908 19.716 0.3355 -0.0263 0.3158
H 12.489 15.877 9.489 -0.0815 0.9488 0.0078
C 17.975 9.888 8.660 -0.0823 1.0757 0.1029
H 17.610 10.300 10.743 -0.3008 0.1949 -0.4470
As 16.288 12.923 10.903 0.6263 -0.3547 0.1367
H 11.961 11.775 8.677 -0.1257 -0.3717 0.1162